Entry from the OMol25 dataset: a structure of composition C39H42BrN4O2RbS2Si (ωB97M-V with the def2-TZVPD basis set).

Last column: Löwdin charge in e.
CARTESIAN COORDINATES (ANGSTROEM)
1 Rb 0.459 -1.598 0.145  0.429
2 C 4.153 -6.112 1.012  -0.211
3 C 3.868 -4.711 0.484  -0.939
4 S 3.513 -3.517 1.698  0.207
5 C 3.918 -4.497 -0.861  -0.945
6 C 4.201 -5.675 -1.781  -0.206
7 S 3.647 -2.986 -1.676  0.217
8 H 3.984 -6.128 2.087  0.012
9 H 5.194 -6.411 0.824  0.051
10 H 3.503 -6.866 0.545  0.052
11 H 4.922 -6.385 -1.359  0.039
12 H 4.582 -5.304 -2.731  0.021
13 H 3.272 -6.227 -1.988  0.059
14 C -0.788 -3.825 5.983  -0.045
15 C -1.544 -3.974 4.690  -0.254
16 C -2.731 -4.697 4.608  -0.032
17 C -3.359 -4.817 3.374  -0.121
18 C -2.763 -4.198 2.294  -0.749
19 Br -3.583 -4.361 0.576  0.724
20 N -1.657 -3.490 2.336  0.064
21 C -1.064 -3.392 3.530  -0.083
22 H -1.044 -4.621 6.682  0.071
23 H -1.015 -2.869 6.461  0.072
24 H 0.285 -3.858 5.795  0.087
25 H -3.157 -5.171 5.483  0.109
26 H -4.272 -5.381 3.258  0.091
27 H -0.137 -2.830 3.532  0.114
28 N 2.035 0.698 0.814  0.123
29 C 2.875 1.472 0.657  -0.258
30 N 3.851 2.361 0.502  -0.092
31 C 4.557 2.441 -0.773  -0.103
32 C 5.946 2.995 -0.503  -0.181
33 O 5.886 4.242 0.181  -0.138
34 C 5.237 4.100 1.431  -0.199
35 C 3.809 3.603 1.256  -0.132
36 H 4.022 3.097 -1.470  0.124
37 H 4.628 1.442 -1.203  0.147
38 H 6.469 3.179 -1.440  0.124
39 H 6.517 2.273 0.093  0.130
40 H 5.234 5.086 1.897  0.121
41 H 5.792 3.397 2.065  0.127
42 H 3.231 4.371 0.724  0.108
43 H 3.348 3.421 2.226  0.134
44 C -3.573 1.315 5.917  -0.058
45 C -2.660 0.913 4.792  -0.283
46 C -3.037 1.051 3.461  -0.029
47 C -2.158 0.671 2.458  -0.115
48 N -0.946 0.178 2.699  0.069
49 C -0.586 0.038 3.973  -0.152
50 C -1.395 0.384 5.041  -0.044
51 H -4.379 1.951 5.555  0.071
52 H -3.018 1.853 6.687  0.075
53 H -4.017 0.434 6.386  0.080
54 H -4.012 1.452 3.213  0.106
55 H -2.423 0.757 1.407  0.101
56 H 0.410 -0.365 4.135  0.114
57 H -1.055 0.246 6.061  0.105
58 O -1.644 0.187 -1.231  -0.427
59 Si -1.721 1.038 -2.528  0.352
60 C -3.348 2.029 -2.769  -0.201
61 C -4.012 2.529 -1.649  -0.093
62 C -5.156 3.307 -1.765  -0.112
63 C -5.670 3.603 -3.021  -0.128
64 C -5.031 3.111 -4.151  -0.113
65 C -3.886 2.335 -4.021  -0.104
66 C -1.508 0.055 -4.145  -0.214
67 C -2.554 -0.720 -4.649  -0.110
68 C -2.390 -1.520 -5.771  -0.108
69 C -1.161 -1.568 -6.417  -0.114
70 C -0.103 -0.817 -5.926  -0.092
71 C -0.280 -0.020 -4.803  -0.088
72 C -0.458 2.478 -2.576  -0.200
73 C 0.174 2.807 -1.375  -0.084
74 C 1.055 3.877 -1.286  -0.106
75 C 1.340 4.640 -2.410  -0.119
76 C 0.725 4.329 -3.616  -0.109
77 C -0.165 3.265 -3.690  -0.103
78 H -3.615 2.292 -0.666  0.092
79 H -5.656 3.682 -0.878  0.088
80 H -6.561 4.212 -3.119  0.085
81 H -5.432 3.328 -5.135  0.088
82 H -3.399 1.953 -4.913  0.093
83 H -3.517 -0.701 -4.146  0.103
84 H -3.216 -2.116 -6.143  0.089
85 H -1.023 -2.201 -7.285  0.089
86 H 0.864 -0.863 -6.413  0.097
87 H 0.560 0.550 -4.420  0.101
88 H -0.037 2.205 -0.497  0.086
89 H 1.517 4.119 -0.335  0.074
90 H 2.038 5.469 -2.352  0.089
91 H 0.934 4.921 -4.501  0.089
92 H -0.641 3.049 -4.643  0.100

The HOMO energy is 1.03 eV. For the max |F|, the calculation gives 0.017 hartree/bohr. Its total energy is -151427.67867 eV. For the lowest unoccupied orbital energy, the calculation gives 3.33 eV. The value obtained for the frontier orbital gap is 2.297 eV. The charge is -2. Its molecular weight is 856.38 g/mol.